Entry from OMol25: 3 unconnected molecules or ions with the total composition C12H34BrClN2O7P2SSi at a distorted geometry (ωB97M-V with the def2-TZVPD basis set).

The geometry in XYZ format:
```
61
Properties=species:S:1:pos:R:3:forces:R:3
O -5.4548 -0.5420 1.8567 0.0 0.2 -2.0
P -5.5570 -1.0686 0.1768 -0.8 3.3 0.8
Cl -3.9205 -0.2254 -0.8856 -0.7 -0.9 1.0
Si -5.3445 -3.2544 0.1136 -0.5 -0.8 -0.6
Br -5.6766 -3.9968 -2.0229 0.4 0.7 1.4
P -3.4425 -3.8626 1.0265 4.7 -2.2 1.4
O -2.5274 -2.4831 1.6552 -3.2 -2.3 0.6
O -3.6818 -5.0469 2.2980 0.5 1.1 -1.9
S -2.2760 -4.7545 -0.3047 -1.1 1.0 0.7
H -5.8449 0.3872 1.9468 0.7 -1.9 -0.5
H -6.4158 -3.8122 0.9404 -0.2 0.0 0.0
H -3.0055 -2.1644 2.4763 0.7 -0.2 -1.1
H -3.2700 -5.9299 2.0071 -0.6 2.1 0.2
C 1.3081 4.5304 -3.5935 0.4 -0.2 0.2
O 1.5941 3.7016 -2.4742 -0.5 0.5 -0.1
C 0.5156 3.6119 -1.5332 0.2 -0.8 0.2
C -0.1651 2.2315 -1.6035 0.0 0.6 -0.4
N -0.9310 2.0712 -2.8440 0.2 0.0 0.0
C -1.3233 0.6893 -3.1438 0.3 0.1 -0.2
C -0.2116 -0.3780 -3.2488 -0.5 -0.2 -0.3
O 0.6281 -0.2461 -4.3959 0.0 0.0 0.4
C 1.6319 0.7515 -4.2788 0.0 -0.3 -0.5
H 2.2510 4.7425 -4.1061 -0.1 -0.1 0.1
H 0.6528 4.0194 -4.3004 -0.2 0.1 -0.1
H 0.8589 5.4801 -3.2875 0.0 -0.1 0.0
H -0.2048 4.4291 -1.6473 0.0 -0.1 -0.2
H 0.9688 3.7123 -0.5414 0.0 0.0 0.0
H -0.8421 2.1185 -0.7480 0.0 0.0 -0.1
H 0.6202 1.4789 -1.5186 0.1 0.0 0.2
H -0.3705 2.4120 -3.6216 -0.2 -0.1 0.3
H -1.8521 0.7160 -4.1034 0.0 -0.1 0.1
H -2.0543 0.3659 -2.3954 0.2 0.0 0.0
H -0.7131 -1.3503 -3.3685 0.1 0.2 0.0
H 0.3861 -0.4684 -2.3385 0.2 0.2 0.0
H 2.0373 0.8187 -3.2692 -0.1 0.1 0.1
H 1.2349 1.7118 -4.6076 0.1 0.2 0.2
H 2.4505 0.4974 -4.9618 -0.2 -0.1 0.1
C 3.8190 0.7223 4.2720 0.2 -0.3 -0.1
O 3.5079 -0.6529 4.0888 -0.3 0.4 0.4
C 2.2354 -1.0328 4.6302 -0.1 -0.6 -0.6
C 1.2108 -1.2846 3.5076 0.2 0.6 0.3
N 0.8146 -0.0350 2.8496 0.3 -0.1 -0.1
C 0.1161 -0.2141 1.5715 0.2 0.0 0.0
C 0.8263 -1.0155 0.4582 -0.5 0.4 -0.2
O 1.9529 -0.3550 -0.1188 -0.1 -0.3 0.2
C 3.1399 -0.4296 0.6573 0.1 0.3 -0.5
H 4.8854 0.8571 4.0687 -0.1 -0.1 0.0
H 3.2649 1.3451 3.5682 -0.1 0.2 0.1
H 3.6179 1.0481 5.2971 0.0 0.0 -0.1
H 1.8652 -0.3121 5.3673 0.1 0.1 -0.2
H 2.3989 -1.9805 5.1540 0.0 0.1 0.0
H 0.3199 -1.7632 3.9322 0.1 0.0 0.0
H 1.6681 -1.9801 2.8022 0.1 -0.2 0.1
H 1.6480 0.5215 2.6743 -0.2 -0.2 0.1
H -0.0859 0.7905 1.1828 0.0 -0.1 0.0
H -0.8586 -0.6720 1.7699 0.1 -0.1 -0.1
H 0.1043 -1.1268 -0.3648 0.1 0.0 0.2
H 1.0852 -2.0337 0.7586 0.1 0.0 0.1
H 3.2447 -1.3869 1.1679 -0.1 0.0 0.1
H 3.1681 0.3987 1.3651 0.1 -0.1 0.2
H 3.9974 -0.3018 -0.0131 -0.2 -0.1 0.0
```
Forces are in eV/Å.

Calculated values
E_HOMO in Eh: -0.307
Net charge: 0
Frontier orbital gap in eV: 7.1
Calculated total energy in eV: -150163.0876
SMILES string: OP(Cl)[Si@@H](Br)P(O)(O)=S.COCCNCCOC.COCCNCCOC